Here is a 6-piece molecular cluster, C57H76N10O3 overall at a distorted geometry from the OMol25 dataset. Energies are from wB97M-V/def2-TZVPD.

```
146
Properties=species:S:1:pos:R:3:forces:R:3
N 6.7827 1.1213 -18.8498 -0.1 0.4 -0.8
O 7.6646 1.6584 -18.1496 -0.3 -0.4 0.1
O 6.7496 -0.1152 -19.0383 0.0 0.7 0.3
O 5.9257 1.8722 -19.4251 0.1 -0.5 0.5
C 6.8673 6.0596 -19.4591 0.3 0.7 -0.6
C 7.1269 7.4776 -18.9087 -0.8 0.3 -0.1
C 6.3041 8.5244 -19.6849 0.8 -0.8 -0.9
N 6.6825 9.9746 -19.4993 -0.1 -0.1 -0.5
C 5.5881 10.7533 -20.1965 -1.0 1.4 0.7
C 5.6197 12.2348 -19.8585 1.5 1.0 -0.6
C 5.6536 12.4997 -18.3685 -1.2 -0.5 0.5
C 6.7988 11.7810 -17.6650 0.6 0.6 -0.8
C 6.8531 10.3036 -18.0154 -1.1 -0.2 0.0
C 7.9528 10.3135 -20.2364 -0.1 -0.3 0.3
H 7.3172 5.2844 -18.8410 0.0 0.0 0.0
H 7.3076 6.0159 -20.4602 0.2 -0.2 0.1
H 5.8137 5.8368 -19.6471 -0.1 0.1 0.4
H 8.1850 7.7255 -18.9861 0.0 -0.2 0.2
H 6.8012 7.5472 -17.8688 0.4 -0.1 0.1
H 5.2396 8.3430 -19.5376 0.0 0.6 0.5
H 6.4260 8.3489 -20.7596 0.2 0.0 0.0
H 4.6066 10.4256 -19.8434 0.2 -0.5 0.2
H 5.6108 10.6122 -21.2749 0.4 -0.4 0.0
H 4.8390 12.7664 -20.4043 -0.5 -0.3 0.4
H 6.4943 12.7565 -20.2753 0.1 -0.5 -0.2
H 4.7003 12.1318 -17.9613 0.0 0.2 0.2
H 5.7164 13.5635 -18.1520 -0.1 0.0 -0.1
H 6.7449 11.9097 -16.5848 -0.2 -0.3 0.0
H 7.7129 12.3167 -17.9447 0.2 -0.4 0.0
H 5.9860 9.8046 -17.5708 0.0 0.1 0.2
H 7.7411 9.7785 -17.6721 0.1 0.2 -0.1
H 8.1759 11.3601 -20.0637 0.0 0.0 0.0
H 7.7816 10.1383 -21.2946 0.1 0.0 0.0
H 8.7588 9.6967 -19.8471 0.0 0.0 -0.1
C -4.8339 4.0896 -19.7404 -0.1 -0.3 0.0
N -3.3510 4.0442 -19.5877 0.4 -0.8 -1.0
C -2.5948 5.0589 -20.0447 -0.3 0.5 0.0
C -1.2307 5.0958 -19.8511 0.2 -0.2 0.8
C -0.6508 4.0967 -19.0612 0.0 0.0 0.0
C -1.4219 2.9868 -18.7266 0.2 -0.1 -0.3
C -2.7504 2.9409 -19.1088 -0.1 0.2 0.4
C 0.7432 4.2365 -18.5212 0.7 -0.3 -0.9
C 1.0705 5.3240 -17.7435 -0.4 0.6 0.8
C 2.2743 5.3807 -17.0724 -0.4 -0.4 -0.9
N 3.2254 4.4657 -17.3319 0.3 0.6 -0.3
C 3.0550 3.4863 -18.2709 -0.4 0.4 1.0
C 1.8016 3.3491 -18.8363 -0.7 -0.3 0.2
C 4.5584 4.7315 -16.7388 -0.1 0.1 0.1
H -5.1896 4.6608 -18.8856 -0.3 0.2 -0.3
H -5.2726 3.0932 -19.7021 0.4 -0.1 0.3
H -5.0931 4.4640 -20.7274 0.0 0.5 0.2
H -3.1263 5.8617 -20.5415 0.0 0.0 0.0
H -0.6247 5.9226 -20.1928 -0.3 0.1 -0.2
H -1.0006 2.1588 -18.1728 -0.1 -0.1 -0.1
H -3.3563 2.0469 -19.0431 -0.1 0.1 0.4
H 0.3839 6.1452 -17.5705 -0.2 -0.2 0.1
H 2.4551 6.1901 -16.3796 0.3 -0.1 0.1
H 3.9320 2.8463 -18.4136 -0.3 0.1 -0.4
H 1.5658 2.5247 -19.4962 0.3 0.0 -0.1
H 5.3120 4.5764 -17.5061 0.1 -0.2 0.1
H 4.7190 4.1336 -15.8437 0.0 -0.3 -0.2
H 4.5569 5.7731 -16.4271 0.2 0.0 -0.1
C 13.3438 -4.7034 -18.0737 0.9 -0.1 0.4
N 13.3912 -3.2244 -18.2351 -0.9 0.1 0.0
C 14.4410 -2.5154 -17.8435 0.7 0.4 0.7
C 14.4916 -1.1359 -18.0157 -0.5 -0.2 -0.8
C 13.4506 -0.5214 -18.7046 -0.1 0.4 0.3
C 12.2830 -1.2542 -18.9540 -0.1 -0.2 0.1
C 12.2732 -2.6017 -18.6993 0.7 -0.3 0.2
C 13.6359 0.9044 -19.1199 0.3 0.4 -0.7
C 14.9281 1.3013 -19.4808 0.2 -0.4 0.5
C 15.2069 2.5927 -19.8617 -0.5 0.1 -0.2
N 14.2094 3.4887 -19.9371 0.4 0.3 -0.2
C 12.9358 3.1597 -19.6544 0.3 -0.6 -0.2
C 12.6193 1.8618 -19.2986 0.0 -0.3 0.5
C 14.5120 4.8378 -20.4813 0.2 0.3 0.2
H 14.3349 -5.0646 -17.7996 0.1 0.2 -0.1
H 13.0936 -5.1515 -19.0302 -0.4 -0.1 0.1
H 12.7059 -4.9537 -17.2294 -0.4 0.0 -0.3
H 15.2280 -3.0473 -17.3216 0.1 -0.1 -0.2
H 15.3343 -0.5309 -17.7177 0.2 -0.4 0.3
H 11.3634 -0.8104 -19.3090 0.1 0.1 -0.1
H 11.4312 -3.2664 -18.8282 -0.1 0.2 -0.2
H 15.7537 0.6015 -19.4626 0.0 0.0 0.0
H 16.1865 2.9256 -20.1757 0.1 0.0 0.1
H 12.2208 3.9586 -19.7799 -0.1 -0.1 0.1
H 11.5894 1.5831 -19.1079 0.0 0.2 0.1
H 15.5883 4.9594 -20.5665 0.0 -0.1 -0.1
H 14.1775 5.6089 -19.7903 -0.2 -0.1 0.0
H 14.0463 4.9334 -21.4586 0.0 0.1 0.0
C 7.8908 4.2569 -11.6729 0.6 -0.4 -0.1
N 7.2286 3.1959 -12.4845 -0.5 0.3 0.2
C 6.2341 2.4785 -11.9462 0.1 -0.7 0.3
C 5.6214 1.4764 -12.6679 0.2 -0.1 -0.9
C 6.0397 1.2090 -13.9814 -0.1 0.1 0.8
C 7.0883 1.9685 -14.5108 -0.3 -0.3 -0.1
C 7.6396 2.9703 -13.7460 0.5 -0.4 0.3
C 5.4019 0.0715 -14.6965 -0.2 0.1 -0.7
C 4.9332 -1.0278 -13.9855 0.7 -0.3 -0.3
C 4.3256 -2.0708 -14.6626 -0.8 0.4 0.7
N 4.0277 -1.9745 -15.9573 0.3 0.1 -0.6
C 4.4462 -0.9112 -16.6897 -0.3 -0.1 1.1
C 5.1605 0.0993 -16.0861 -0.6 0.0 -0.1
C 3.2501 -3.0349 -16.6393 -0.2 -0.3 0.4
H 7.8179 5.1982 -12.2079 0.0 0.1 0.1
H 8.9319 3.9558 -11.5554 0.0 0.2 -0.1
H 7.4642 4.3128 -10.6767 -0.3 0.0 -0.1
H 6.0373 2.5954 -10.8877 -0.2 0.4 -0.1
H 4.8427 0.8638 -12.2381 0.0 0.3 0.3
H 7.4996 1.7036 -15.4789 0.0 0.3 -0.1
H 8.5377 3.5021 -14.0303 -0.2 0.2 -0.2
H 5.1135 -1.1390 -12.9253 -0.1 -0.1 0.0
H 3.8875 -2.8957 -14.1138 0.3 -0.2 -0.2
H 4.0687 -0.8398 -17.6975 0.3 -0.2 -0.2
H 5.3142 0.9473 -16.7414 0.6 0.2 0.3
H 3.9331 -3.7247 -17.1305 0.0 0.2 -0.3
H 2.5444 -2.5459 -17.3026 0.1 -0.2 -0.2
H 2.6856 -3.6145 -15.9114 0.0 0.2 0.1
C 0.8990 -0.1335 -25.1543 0.3 0.7 -0.5
N 2.2401 0.0488 -24.5226 -0.5 -0.1 -0.5
C 2.4940 1.1681 -23.8264 0.6 -0.5 0.3
C 3.7207 1.3229 -23.1968 -0.3 0.3 0.0
C 4.7168 0.3653 -23.3665 -0.4 -0.5 -0.4
C 4.3972 -0.7781 -24.1021 0.4 0.0 0.0
C 3.1568 -0.9164 -24.6897 0.4 0.4 0.2
C 6.1147 0.5641 -22.9097 0.5 0.6 -0.2
C 6.8350 -0.4041 -22.2412 -0.3 -1.0 -0.1
C 8.1576 -0.2228 -21.8889 -0.9 0.1 -0.9
N 8.7578 0.9132 -22.2545 1.1 -0.4 0.7
C 8.1160 1.9020 -22.9185 -0.4 -0.4 0.5
C 6.7905 1.7395 -23.2694 0.0 0.2 0.5
C 10.2432 1.0041 -22.1144 0.0 1.4 -1.4
H 0.5667 0.8436 -25.5032 -0.1 0.0 0.2
H 0.2003 -0.5428 -24.4322 0.0 -0.2 -0.1
H 1.0274 -0.7208 -26.0592 -0.2 -0.4 0.2
H 1.7074 1.9068 -23.8135 0.0 0.0 0.1
H 3.8863 2.1873 -22.5676 0.1 0.1 -0.2
H 5.1435 -1.5442 -24.2690 -0.1 0.0 -0.1
H 2.9168 -1.7394 -25.3493 -0.2 -0.1 0.2
H 6.4082 -1.3907 -22.1098 -0.1 0.1 0.5
H 8.7188 -1.0355 -21.4578 0.2 0.2 0.2
H 8.7139 2.7883 -23.0694 -0.2 0.1 -0.4
H 6.2585 2.5180 -23.7984 0.2 0.1 -0.1
H 10.7350 0.1382 -21.6933 -0.4 -0.2 0.1
H 10.5822 1.9317 -21.6507 -0.5 -0.2 0.6
H 10.5685 1.1794 -23.1428 0.4 -0.6 0.0
```
Forces are in eV/Å.

Calculated values
F_max	1.9	eV/Å
energy	-81290.390	eV
gap between HOMO and LUMO	7.36	eV
net charge	+8

=====

Here is a 14-piece molecular cluster, C57H88BF4NO27S3 overall at a distorted geometry from the OMol25 dataset. Energies are from wB97M-V/def2-TZVPD.

```
181
Properties=species:S:1:pos:R:3:forces:R:3
C 0.0091 2.2443 0.6260 0.0 0.7 0.5
C 0.7328 1.5820 -0.5099 -0.5 0.2 0.0
N 1.4686 0.3354 -0.1104 0.5 0.5 -0.9
C 2.1483 -0.1313 -1.3695 -0.8 -0.7 0.1
C 2.5035 0.6406 0.9373 0.1 -0.5 0.3
C 3.4892 1.7187 0.6131 0.6 0.3 0.3
C 0.5559 -0.6875 0.4294 -0.4 -1.2 0.5
C -0.6599 -1.0258 -0.3968 0.2 0.5 0.1
O -0.2672 -1.8157 -1.5008 -0.5 0.0 0.1
C -1.4018 -2.3090 -2.2068 0.7 -0.3 -0.1
H -0.4962 3.1471 0.2754 0.0 -0.1 -0.2
H 0.7143 2.5989 1.3785 -0.1 -0.1 0.2
H -0.7629 1.6229 1.0782 0.1 -0.1 0.1
H 1.4765 2.2445 -0.9396 0.0 0.0 -0.1
H 0.0092 1.3253 -1.2810 0.3 -0.1 -0.2
H 2.4842 -1.1592 -1.2573 0.4 0.2 0.4
H 2.9448 0.5653 -1.5897 0.1 -0.1 -0.2
H 1.3665 -0.1855 -2.1256 0.2 0.4 -0.2
H 3.0585 -0.2861 1.0771 -0.2 -0.1 0.1
H 1.9701 0.8493 1.8590 0.0 0.0 0.1
H 4.2312 1.4246 -0.1310 -0.2 0.1 -0.1
H 4.0436 1.8746 1.5406 0.0 0.0 0.0
H 3.0744 2.6918 0.3853 -0.2 0.2 -0.2
H 0.2640 -0.4222 1.4462 -0.1 0.4 -0.1
H 1.0922 -1.6295 0.5653 0.4 0.2 -0.2
H -1.1638 -0.1155 -0.7418 -0.3 -0.2 0.0
H -1.3243 -1.5589 0.2938 -0.1 -0.1 -0.3
H -2.0032 -2.9717 -1.5722 0.0 0.1 0.0
H -0.9831 -2.8830 -3.0340 -0.3 0.0 0.0
H -2.0214 -1.4975 -2.5793 0.0 0.1 -0.1
O 4.2683 4.7078 8.2426 0.2 1.1 0.3
C 3.8511 3.6373 7.9630 0.1 -1.1 0.0
O 3.2141 3.2990 6.8566 0.1 -0.1 -0.5
B 3.1645 1.8226 6.7450 -0.3 0.5 0.1
O 3.5845 1.3310 8.0417 -0.2 -0.3 0.0
C 4.0106 2.3389 8.8008 -0.2 0.1 0.0
O 4.4182 2.2591 9.9160 0.1 0.0 0.1
O 4.0410 1.2953 5.6712 0.5 0.4 0.4
C 3.3310 0.8971 4.6631 -0.5 -0.2 0.1
O 3.7372 0.4769 3.6178 0.2 0.0 -0.6
C 1.8360 0.9894 5.0770 0.3 -0.1 0.3
O 1.7933 1.4592 6.3048 0.1 -0.2 0.1
O 0.9004 0.6476 4.4114 -0.3 0.0 -0.4
F 1.5906 -1.9265 2.8785 -0.1 -0.1 0.0
C 2.4136 -2.4476 3.8217 -0.6 0.0 -0.3
C 1.8495 -2.9568 4.9705 0.4 0.5 0.3
C 2.7304 -3.3941 5.9556 -0.4 -0.1 0.1
C 4.0913 -3.4271 5.7173 0.4 0.0 0.0
C 4.6154 -2.9786 4.5087 -0.4 0.3 0.5
C 3.7584 -2.4265 3.5652 0.8 -0.5 -0.4
H 0.7828 -2.8787 5.1312 0.0 -0.1 0.0
H 2.3300 -3.6635 6.9253 0.1 -0.2 -0.1
H 4.7949 -3.7692 6.4669 -0.2 0.0 0.1
H 5.6928 -2.9833 4.4203 0.0 0.1 -0.4
H 4.1099 -2.0380 2.6163 0.0 0.1 0.1
F -2.7063 5.9715 1.6230 0.1 0.2 0.3
C -1.9545 7.0982 1.7464 0.0 0.0 -0.9
C -0.6000 6.9610 1.9679 -0.7 -0.6 0.7
C 0.1592 8.1057 2.0270 1.1 1.0 -0.6
C -0.3792 9.3490 1.7266 -1.0 0.1 0.1
C -1.7434 9.4549 1.4532 0.5 0.0 0.3
C -2.5362 8.3199 1.4681 -0.5 0.1 0.1
H -0.2437 5.9625 2.1855 0.5 0.1 -0.2
H 1.2355 8.1099 2.1579 -0.1 -0.5 0.2
H 0.2094 10.2559 1.7307 0.2 -0.2 0.0
H -2.1778 10.4274 1.2621 -0.1 -0.1 -0.1
H -3.6021 8.3956 1.2889 0.1 -0.1 -0.1
F 1.0777 -7.4354 1.8452 -0.1 0.0 0.3
C 1.4357 -6.4431 1.0144 0.1 -0.1 -0.5
C 2.4253 -5.5680 1.3974 0.3 0.4 0.6
C 2.8067 -4.5433 0.5374 -0.7 0.1 -0.4
C 2.1605 -4.4340 -0.6913 0.1 0.1 -0.6
C 1.2205 -5.3712 -1.1053 0.0 0.0 0.7
C 0.8219 -6.3686 -0.2196 -0.2 0.1 -0.4
H 2.8272 -5.6410 2.4026 0.1 -0.1 -0.1
H 3.5402 -3.7899 0.7964 0.0 -0.1 0.2
H 2.3631 -3.6140 -1.3743 0.3 -0.1 0.2
H 0.7860 -5.3160 -2.0945 -0.1 0.1 0.0
H 0.0041 -7.0335 -0.4700 0.2 -0.2 0.0
F -3.6395 -0.7344 -1.1082 0.1 0.3 0.0
C -4.7545 -1.2433 -0.5397 -0.1 -0.3 -0.1
C -5.9081 -1.2844 -1.2827 -0.8 0.4 -0.4
C -7.0416 -1.8608 -0.7244 0.4 -0.5 0.0
C -6.9788 -2.4185 0.5434 -0.6 0.1 0.1
C -5.8178 -2.3374 1.2886 0.2 0.1 -0.1
C -4.6812 -1.7577 0.7334 0.2 -0.2 0.4
H -5.9867 -0.8368 -2.2691 0.3 -0.1 0.0
H -7.9410 -1.9818 -1.3109 -0.1 0.3 0.0
H -7.8707 -2.8904 0.9383 0.1 0.0 0.1
H -5.7818 -2.7156 2.3013 0.0 -0.1 0.0
H -3.7411 -1.7596 1.2758 -0.1 0.2 0.0
C -1.6794 -0.5328 -6.3539 0.1 0.3 0.2
S -0.7515 0.9289 -5.8429 0.4 -0.2 0.0
O -0.9664 1.0709 -4.3738 -0.1 0.0 0.1
C 0.8819 0.1946 -6.0000 0.0 -0.4 -0.2
H -1.4421 -0.8703 -7.3614 0.1 0.2 -0.1
H -2.7208 -0.2256 -6.3146 -0.1 -0.3 0.1
H -1.4519 -1.3184 -5.6358 -0.2 -0.1 0.1
H 0.9911 -0.6039 -5.2618 -0.2 0.0 0.0
H 1.6649 0.9266 -5.8197 -0.1 0.2 -0.1
H 0.9519 -0.2235 -7.0056 0.2 0.1 0.0
C 0.3576 4.6019 4.7086 -0.5 0.1 -0.2
S 2.0492 4.7666 4.1376 0.5 -0.5 0.3
O 2.0748 4.8785 2.6468 -0.4 0.1 -0.3
C 2.3233 6.4176 4.7413 -0.3 1.0 -0.5
H -0.2649 5.4173 4.3360 0.1 0.1 0.0
H 0.3371 4.5840 5.7972 0.2 0.0 0.0
H -0.0481 3.6615 4.3353 0.2 -0.1 0.0
H 3.3174 6.7320 4.4283 0.2 -0.3 0.4
H 2.1356 6.5247 5.8060 0.3 -0.2 0.1
H 1.6651 7.1156 4.2083 -0.2 -0.3 0.1
C 6.8942 -3.0911 0.6675 -0.1 -0.1 -0.2
S 6.3242 -1.6193 -0.1933 0.5 0.4 -0.1
O 4.8396 -1.6750 -0.3346 -0.3 -0.2 0.2
C 6.6398 -0.4416 1.1369 -1.2 -0.5 0.2
H 7.0020 -3.8745 -0.0804 0.0 0.0 0.1
H 6.1646 -3.3954 1.4110 -0.1 0.1 0.2
H 7.8557 -2.8880 1.1351 0.0 0.0 0.0
H 7.7020 -0.2970 1.2850 0.1 0.2 0.0
H 6.1143 -0.8121 2.0249 0.4 -0.1 0.1
H 6.0688 0.4464 0.8721 0.5 0.3 -0.2
C -7.1334 0.8455 -7.3708 -0.1 -0.2 0.3
O -6.0796 1.5305 -6.7060 -0.1 0.3 -0.2
C -5.7792 1.1689 -5.4581 -0.3 0.1 -0.3
O -6.3638 0.3535 -4.7980 0.0 -0.4 0.3
O -4.7525 1.9078 -5.0961 0.7 0.0 0.0
C -4.0194 1.5236 -3.9234 -0.8 0.6 0.4
H -7.8011 0.3651 -6.6563 0.1 0.0 0.0
H -6.6683 0.1024 -8.0129 -0.2 0.0 -0.2
H -7.7049 1.5710 -7.9414 0.2 0.1 -0.1
H -3.1705 2.1917 -3.9183 0.3 -0.2 0.0
H -3.7468 0.4756 -3.9376 0.2 -0.1 -0.2
H -4.6287 1.7169 -3.0374 0.0 -0.1 0.0
C -2.1479 -7.9921 -4.5374 0.4 -0.5 0.3
O -0.9171 -7.3616 -4.9337 0.0 -0.1 -0.1
C -0.8161 -6.0508 -4.7499 0.3 -0.5 -0.1
O -1.6104 -5.3478 -4.1991 -0.7 0.7 0.4
O 0.3403 -5.6446 -5.2638 0.2 0.0 -0.2
C 0.5323 -4.2310 -5.3068 0.2 0.2 0.3
H -2.6383 -8.3554 -5.4358 -0.2 0.3 0.0
H -2.7571 -7.3362 -3.9266 -0.1 0.2 -0.2
H -1.8810 -8.8621 -3.9350 0.1 0.1 -0.1
H 0.5060 -3.7781 -4.3124 0.0 -0.2 0.0
H -0.2286 -3.7467 -5.9192 0.0 -0.1 -0.1
H 1.5273 -4.0878 -5.7173 -0.1 0.0 -0.2
C -6.6880 -2.7500 -7.9075 0.6 1.5 -0.3
O -6.0913 -3.3793 -6.8005 -0.5 -0.6 0.4
C -5.1811 -2.6924 -6.1214 0.8 -0.6 -0.2
O -4.6420 -1.6770 -6.4904 -0.3 0.1 0.4
O -4.8878 -3.4320 -5.0532 -0.3 0.0 0.1
C -3.9016 -2.9614 -4.1363 0.9 -0.2 -0.8
H -7.1793 -1.8326 -7.5801 -0.4 -0.3 0.1
H -7.3791 -3.4307 -8.3772 0.0 -0.2 0.0
H -5.9135 -2.3820 -8.5895 -0.1 -0.4 -0.2
H -3.8738 -3.6681 -3.3140 -0.6 0.4 0.4
H -4.0648 -1.9099 -3.9263 -0.1 0.0 0.5
H -2.8974 -3.0880 -4.5564 -0.2 0.2 -0.3
C -1.2012 -4.4856 1.8843 0.2 -0.5 0.7
O -1.5264 -3.1419 2.2222 0.0 0.3 -0.4
C -1.7312 -2.8251 3.5000 0.1 0.3 -0.2
O -1.7379 -3.5698 4.4384 0.1 -0.3 0.1
O -1.9244 -1.5056 3.5318 0.0 -0.1 -0.3
C -2.1395 -0.9317 4.8130 -0.1 0.4 0.7
H -0.6613 -4.4637 0.9445 -0.1 0.1 -0.1
H -2.0975 -5.1042 1.8231 -0.1 0.1 -0.1
H -0.5612 -4.9277 2.6505 0.0 0.1 0.0
H -2.7435 -1.5839 5.4414 0.0 0.0 -0.1
H -2.6534 0.0140 4.6612 -0.1 -0.1 -0.2
H -1.1982 -0.7023 5.3137 0.1 -0.2 -0.2
C 5.1011 7.5252 1.9670 0.7 -0.3 0.5
O 3.9106 7.8184 1.2576 -0.1 0.5 0.2
C 3.5084 6.8669 0.4263 0.2 -0.3 -0.1
O 4.1240 5.8729 0.1644 0.2 -0.5 -0.1
O 2.3302 7.2027 -0.0684 -0.3 0.3 0.1
C 1.6519 6.1670 -0.7710 0.0 0.0 -0.4
H 5.0095 6.6140 2.5639 -0.2 0.0 -0.1
H 5.2960 8.3541 2.6425 -0.2 0.1 -0.1
H 5.9697 7.3841 1.3227 -0.2 0.1 -0.2
H 1.8286 5.2117 -0.2883 -0.1 -0.1 0.1
H 2.0009 6.1152 -1.8037 0.1 0.0 0.0
H 0.6035 6.4506 -0.7603 0.0 -0.1 0.1
```
Forces are in eV/Å.

Calculated values
F_max	1.6	eV/Å
energy	-161364.185	eV
gap between HOMO and LUMO	8.74	eV